#i
Molecular formula: C22H35NO4P2Ti
Method: DFT, wB97M-V/def2-TZVPD

Computed properties:
E_HOMO (spin up / spin down) in eV: -6.53 / -8.04
Multiplicity: 3
Frontier orbital gap (spin up / spin down) in eV: 5.104 / 6.628
Molar mass in g mol⁻¹: 487.340

Cartesian coordinates (Å):
P -5.725 -2.456 0.132
P -3.927 -4.578 1.548
C -6.474 -4.152 0.429
C -5.789 -4.853 1.599
H -6.348 -4.729 -0.502
H -7.550 -4.014 0.625
H -6.152 -4.453 2.560
H -5.980 -5.939 1.571
C -3.557 -5.981 0.404
H -2.476 -6.165 0.413
H -3.855 -5.720 -0.621
H -4.087 -6.893 0.716
C -3.618 -5.388 3.166
H -4.037 -6.405 3.192
H -4.080 -4.783 3.958
H -2.536 -5.429 3.342
C -6.704 -2.097 -1.373
H -6.504 -1.067 -1.690
H -7.778 -2.226 -1.179
H -6.390 -2.782 -2.172
C -6.722 -1.571 1.401
H -6.369 -1.821 2.410
H -7.785 -1.839 1.310
H -6.605 -0.491 1.253
Ti -0.037 -0.119 0.000
C -0.495 -1.874 1.349
C -0.384 -2.438 0.079
C -1.545 -2.896 -0.756
C -2.098 -1.844 -1.755
C -1.956 -0.428 -1.299
C -2.307 0.031 -0.029
C -2.850 -0.813 1.079
C -1.779 -1.456 2.005
C -0.096 1.892 -0.697
H 0.340 -1.988 2.046
H 0.574 -2.892 -0.188
H -2.383 -3.259 -0.128
H -1.218 -3.769 -1.354
H -1.562 -1.971 -2.713
H -3.156 -2.091 -1.975
H -1.860 0.310 -2.106
H -2.437 1.108 0.105
H -3.521 -1.607 0.691
H -3.486 -0.184 1.731
H -1.532 -0.714 2.784
H -2.253 -2.309 2.532
H 0.197 2.595 0.108
H -1.106 2.139 -1.062
H 0.626 2.032 -1.531
O 1.830 -0.346 -0.676
C 2.306 0.185 0.425
O 1.417 0.404 1.345
C 3.709 0.626 0.473
C 4.485 0.412 -0.676
C 5.752 0.966 -0.771
C 6.258 1.747 0.284
C 5.498 1.914 1.459
C 4.223 1.371 1.553
N 7.509 2.422 0.132
O 8.166 2.270 -0.927
O 7.934 3.153 1.061
H 4.094 -0.169 -1.508
H 6.345 0.825 -1.668
H 5.920 2.500 2.269
H 3.619 1.531 2.447


#ii
Molecular formula: C22H35NO4P2Ti
Method: DFT, wB97M-V/def2-TZVPD

Computed properties:
E_HOMO (spin up / spin down) in eV: -5.69 / -8.04
Multiplicity: 3
Frontier orbital gap (spin up / spin down) in eV: 4.384 / 6.738
Molar mass in g mol⁻¹: 487.340

Cartesian coordinates (Å):
P 0.919 -0.873 -5.576
P -2.323 -1.459 -5.095
C -0.138 -1.632 -6.919
C -1.638 -1.325 -6.810
H 0.051 -2.715 -6.895
H 0.254 -1.258 -7.875
H -1.873 -0.310 -7.167
H -2.221 -2.029 -7.423
C -2.421 -3.297 -4.992
H -2.904 -3.574 -4.044
H -1.420 -3.750 -5.028
H -3.018 -3.677 -5.832
C -4.063 -1.002 -5.342
H -4.538 -1.690 -6.051
H -4.122 0.022 -5.730
H -4.583 -1.059 -4.379
C 2.556 -1.372 -6.223
H 3.333 -0.924 -5.596
H 2.687 -1.033 -7.257
H 2.641 -2.462 -6.187
C 0.842 0.852 -6.243
H -0.176 1.261 -6.185
H 1.164 0.859 -7.294
H 1.519 1.485 -5.656
Ti -0.007 0.018 -0.390
C -2.181 -0.466 -1.704
C -1.527 -1.669 -1.540
C -0.615 -2.366 -2.501
C 0.929 -2.180 -2.447
C 1.451 -0.786 -2.360
C 0.807 0.403 -2.685
C -0.500 0.542 -3.385
C -1.815 0.699 -2.580
C 1.628 1.042 0.190
H -3.073 -0.285 -1.088
H -1.879 -2.312 -0.719
H -0.904 -2.087 -3.533
H -0.830 -3.454 -2.445
H 1.321 -2.799 -1.620
H 1.357 -2.645 -3.359
H 2.487 -0.712 -1.994
H 1.377 1.339 -2.559
H -0.665 -0.380 -3.982
H -0.437 1.380 -4.103
H -1.772 1.657 -2.031
H -2.637 0.836 -3.311
H 1.289 2.057 0.468
H 2.405 1.105 -0.585
H 2.043 0.540 1.084
O -0.242 -1.073 1.292
C -0.946 -0.103 1.803
O -1.240 0.854 0.967
C -1.263 -0.021 3.212
C -0.881 -1.058 4.074
C -1.062 -0.910 5.440
C -1.601 0.291 5.945
C -2.014 1.322 5.072
C -1.844 1.164 3.703
N -1.635 0.515 7.350
O -1.254 -0.397 8.120
O -2.035 1.625 7.772
H -0.448 -1.971 3.669
H -0.774 -1.700 6.138
H -2.442 2.228 5.482
H -2.151 1.946 3.015


Which is most stable? The ranking, best first, is #i, #ii.


#i
Molecular formula: C8H11NO3
Method: DFT, wB97M-V/def2-TZVPD

Computed properties:
E_HOMO in eV: -10.00
SMILES string: O=C1C=CN=C1.C=C(CO)CO
Frontier orbital gap in eV: 8.345
Molar mass in g mol⁻¹: 169.180

Cartesian coordinates (Å):
O -3.957 1.520 0.603
C -3.368 0.492 0.323
C -2.116 -0.108 0.791
C -1.914 -1.215 -0.019
N -3.004 -1.416 -0.930
C -3.861 -0.465 -0.701
H -1.432 0.233 1.538
H -1.088 -1.916 0.007
H -4.787 -0.350 -1.260
C 0.987 0.086 0.123
C 2.304 0.082 0.210
C 3.161 1.222 -0.287
O 2.457 2.398 -0.708
C 3.086 -1.089 0.772
O 3.826 -1.788 -0.209
H 0.379 -0.686 0.605
H 0.474 0.858 -0.450
H 3.905 1.444 0.489
H 3.718 0.863 -1.169
H 2.139 2.870 0.100
H 2.362 -1.729 1.328
H 3.858 -0.718 1.493
H 3.226 -2.031 -0.935


#ii
Molecular formula: C8H11NO3
Method: DFT, wB97M-V/def2-TZVPD

Computed properties:
E_HOMO in eV: -7.34
SMILES string: C=C[C@H](CO)n1c(O)ccc1O
Frontier orbital gap in eV: 7.997
Molar mass in g mol⁻¹: 169.180

Cartesian coordinates (Å):
C 2.779 0.767 -0.824
C 1.608 0.160 -0.997
C 0.810 -0.555 0.009
C 0.752 -2.113 0.060
O -0.307 -2.481 0.914
N -0.585 0.187 0.124
C -1.016 0.885 1.244
O -0.231 0.824 2.354
C -2.194 1.485 0.959
C -2.515 1.239 -0.400
C -1.501 0.427 -0.844
O -1.192 -0.138 -2.075
H 3.296 1.344 -1.561
H 3.285 0.655 0.050
H 1.293 0.237 -2.047
H 1.213 -0.325 1.105
H 0.635 -2.565 -0.899
H 1.693 -2.690 0.188
H -0.014 -2.551 1.882
H 0.281 1.590 2.605
H -2.725 2.050 1.629
H -3.347 1.783 -0.902
H -2.019 -0.213 -2.573


Which is most stable? The ranking, best first, is #ii, #i.


#i
Molecular formula: C3H7IN3
Method: DFT, wB97M-V/def2-TZVPD

Computed properties:
E_HOMO in eV: -13.31
SMILES string: C[N@H+]1CN1/C=N/I
Frontier orbital gap in eV: 9.233
Molar mass in g mol⁻¹: 212.014
Charge: +1

Cartesian coordinates (Å):
C -1.510 0.395 1.305
N -0.455 -0.081 0.420
C -0.594 -1.043 -0.768
N -0.126 0.367 -0.877
C 1.252 0.586 -1.240
N 1.925 -0.186 -0.484
I 3.975 -0.108 -0.178
H -1.611 -0.355 2.127
H -1.018 1.309 1.716
H -2.495 0.720 0.878
H 0.310 -0.047 1.068
H -1.589 -1.249 -1.335
H 0.387 -1.737 -0.816
H 1.547 1.427 -1.817


#ii
Molecular formula: C3H7IN3
Method: DFT, wB97M-V/def2-TZVPD

Computed properties:
E_HOMO (spin up / spin down) in eV: -13.60 / -13.76
Frontier orbital gap (spin up / spin down) in eV: 5.514 / 5.686
Molar mass in g mol⁻¹: 212.014
Charge: +1

Cartesian coordinates (Å):
C 0.777 -1.523 0.604
C -0.750 -0.759 -0.713
C -0.832 1.457 0.416
N -0.166 -1.880 -0.149
N 0.915 -0.226 0.735
N 0.023 0.420 -0.130
I 3.673 0.276 -0.073
H 1.346 -2.221 1.132
H -0.459 -0.727 -1.846
H -1.846 -0.575 -0.444
H -0.191 2.242 0.770
H -1.422 1.682 -0.455
H -1.572 0.934 0.996
H 0.503 0.900 -0.841


Which is most stable? The ranking, best first, is #i, #ii.


#i
Molecular formula: C4H9FN2S
Method: DFT, wB97M-V/def2-TZVPD

Computed properties:
E_HOMO in eV: -9.10
SMILES string: [H]/N=C(\CCF)N(C)S
Frontier orbital gap in eV: 9.905
Molar mass in g mol⁻¹: 136.195

Cartesian coordinates (Å):
H 0.307 -2.618 -0.470
N 0.581 -1.725 -0.861
C 0.325 -0.706 -0.150
C -0.259 -0.831 1.294
C -1.692 -0.273 1.394
F -2.129 -0.427 2.686
N 0.476 0.584 -0.585
C 0.976 1.619 0.301
S 0.866 0.760 -2.224
H 0.475 -0.320 2.015
H -0.331 -1.898 1.552
H -2.258 -0.819 0.614
H -1.689 0.812 1.258
H 0.464 1.649 1.286
H 2.045 1.442 0.653
H 0.823 2.580 -0.220
H 1.982 -0.022 -2.188


#ii
Molecular formula: C4H9FN2S
Method: DFT, wB97M-V/def2-TZVPD

Computed properties:
E_HOMO in eV: -8.09
SMILES string: CNC[C@@H](F)C(N)=S
Frontier orbital gap in eV: 8.617
Molar mass in g mol⁻¹: 136.195

Cartesian coordinates (Å):
C -0.784 0.776 -3.023
N -0.622 -0.287 -2.002
C -1.203 0.002 -0.676
C -0.166 0.629 0.129
F -0.717 1.311 1.245
C 0.722 -0.434 0.693
N 1.420 -1.054 -0.298
S 0.793 -0.563 2.340
H -1.998 0.859 -3.450
H -0.522 1.978 -2.656
H -0.083 0.448 -3.838
H -0.929 -1.148 -2.484
H -2.155 0.595 -0.902
H -1.410 -1.044 -0.151
H 0.434 1.358 -0.428
H 1.217 -0.542 -1.227
H 2.208 -1.731 -0.144


Which is most stable? The ranking, best first, is #i, #ii.


#i
Molecular formula: C38H38AuClOP2S
Method: DFT, wB97M-V/def2-TZVPD

Computed properties:
E_HOMO (spin up / spin down) in eV: -11.91 / -14.10
Multiplicity: 3
Frontier orbital gap (spin up / spin down) in eV: 6.723 / 3.831
Molar mass in g mol⁻¹: 837.156
Charge: +2

Cartesian coordinates (Å):
Au 0.000 0.000 0.000
Cl -1.199 0.633 -1.961
P -1.971 -0.993 0.730
P 1.873 0.960 -0.989
C -2.033 -1.511 2.483
C -2.426 -2.538 -0.142
C -3.424 0.098 0.557
C 1.888 2.784 -1.142
C 3.478 0.633 -0.177
C 2.113 0.334 -2.687
C -2.911 -0.930 3.404
C -2.907 -1.347 4.736
C -2.032 -2.348 5.156
C -1.154 -2.932 4.240
C -1.152 -2.515 2.913
H -3.599 -0.156 3.081
H -3.594 -0.890 5.444
H -2.031 -2.672 6.193
H -0.466 -3.708 4.561
H -0.464 -2.968 2.204
C -3.303 1.419 1.011
C -4.393 2.284 0.945
C -5.605 1.841 0.411
C -5.725 0.531 -0.053
C -4.638 -0.341 0.021
H -2.345 1.759 1.396
H -4.292 3.307 1.297
H -6.451 2.519 0.348
H -6.663 0.187 -0.480
H -4.732 -1.357 -0.350
C -3.204 -3.521 0.489
C -3.556 -4.684 -0.193
C -3.135 -4.878 -1.510
C -2.361 -3.903 -2.141
C -2.003 -2.739 -1.463
H -3.524 -3.380 1.517
H -4.156 -5.440 0.306
H -3.407 -5.787 -2.039
H -2.029 -4.050 -3.166
H -1.408 -1.974 -1.952
C 4.482 -0.131 -0.782
C 5.682 -0.370 -0.110
C 5.889 0.153 1.165
C 4.891 0.918 1.773
C 3.691 1.155 1.108
H 4.327 -0.534 -1.777
H 6.455 -0.965 -0.589
H 6.823 -0.035 1.686
H 5.044 1.324 2.768
H 2.915 1.745 1.586
C 0.676 3.486 -1.201
C 0.679 4.874 -1.339
C 1.885 5.572 -1.413
C 3.094 4.879 -1.350
C 3.098 3.491 -1.215
H -0.258 2.937 -1.150
H -0.265 5.410 -1.384
H 1.883 6.654 -1.515
H 4.037 5.417 -1.402
H 4.041 2.957 -1.155
C 2.601 1.131 -3.727
C 2.782 0.586 -4.998
C 2.483 -0.756 -5.235
C 1.995 -1.555 -4.199
C 1.804 -1.012 -2.931
H 2.826 2.178 -3.548
H 3.152 1.212 -5.805
H 2.620 -1.176 -6.228
H 1.751 -2.598 -4.381
H 1.397 -1.614 -2.122
H -2.820 3.402 -2.318
H -2.829 2.925 -2.889
C 1.848 -0.129 3.918
S 0.329 0.236 2.981
C 0.605 2.014 2.679
O 0.892 -0.285 1.631
H 2.750 0.293 3.446
H 1.967 -1.231 3.997
H 1.748 0.278 4.945
H 1.502 2.392 3.212
H 0.674 2.229 1.594
H -0.272 2.567 3.072


#ii
Molecular formula: C38H38AuClOP2S
Method: DFT, wB97M-V/def2-TZVPD

Computed properties:
E_HOMO (spin up / spin down) in eV: -13.82 / -13.99
Multiplicity: 3
Frontier orbital gap (spin up / spin down) in eV: 8.634 / 3.956
Molar mass in g mol⁻¹: 837.156
Charge: +2

Cartesian coordinates (Å):
Au -0.472 -0.136 -0.748
Cl -1.509 -0.838 -2.787
P -1.733 1.188 0.850
P 1.954 -0.393 -1.226
C -3.070 0.058 1.357
C -2.630 2.493 -0.084
C -1.338 2.066 2.430
C 3.456 -0.588 -0.113
C 1.919 -2.034 -2.039
C 2.557 0.702 -2.577
C -3.583 -0.031 2.665
C -4.678 -0.854 2.950
C -5.261 -1.623 1.936
C -4.721 -1.584 0.645
C -3.658 -0.738 0.363
H -3.150 0.570 3.460
H -5.068 -0.904 3.965
H -6.109 -2.262 2.153
H -5.121 -2.229 -0.139
H -3.243 -0.706 -0.649
C -0.638 1.347 3.424
C -0.324 1.916 4.663
C -0.720 3.222 4.956
C -1.425 3.959 3.998
C -1.726 3.390 2.753
H -0.330 0.322 3.209
H 0.241 1.335 5.398
H -0.478 3.667 5.919
H -1.736 4.984 4.219
H -2.283 3.982 2.024
C -4.014 2.676 0.086
C -4.692 3.663 -0.634
C -3.999 4.465 -1.543
C -2.624 4.299 -1.723
C -1.946 3.302 -1.012
H -4.567 2.043 0.784
H -5.764 3.779 -0.484
H -4.534 5.215 -2.116
H -2.079 4.927 -2.433
H -0.880 3.122 -1.174
C 1.397 -2.128 -3.339
C 1.257 -3.359 -3.971
C 1.714 -4.525 -3.355
C 2.244 -4.447 -2.055
C 2.285 -3.216 -1.380
H 1.027 -1.227 -3.830
H 0.768 -3.406 -4.952
H 1.639 -5.491 -3.858
H 2.601 -5.345 -1.549
H 2.617 -3.184 -0.344
C 3.264 -0.898 1.252
C 4.344 -1.082 2.127
C 5.660 -0.986 1.664
C 5.878 -0.716 0.306
C 4.796 -0.499 -0.564
H 2.247 -0.990 1.638
H 4.152 -1.308 3.178
H 6.501 -1.113 2.350
H 6.902 -0.672 -0.074
H 4.998 -0.271 -1.614
C 3.496 0.234 -3.520
C 3.984 1.078 -4.524
C 3.502 2.385 -4.636
C 2.553 2.859 -3.724
C 2.078 2.022 -2.707
H 3.846 -0.800 -3.473
H 4.730 0.697 -5.220
H 3.849 3.026 -5.442
H 2.168 3.881 -3.813
H 1.314 2.375 -2.010
H 1.572 1.722 1.560
H 1.995 2.358 1.606
C -1.141 -4.047 -0.142
S -0.560 -2.747 0.965
C -1.554 -2.976 2.407
O 0.829 -3.115 1.363
H -2.244 -4.040 -0.120
H -0.735 -5.011 0.220
H -0.761 -3.829 -1.173
H -1.156 -3.817 2.976
H -1.499 -2.050 2.975
H -2.584 -3.117 2.075


Which is most stable? The ranking, best first, is #ii, #i.


#i
Molecular formula: C3H16N2O3
Method: DFT, wB97M-V/def2-TZVPD

Computed properties:
E_HOMO in eV: -9.05
SMILES string: NCCCN.O.O.O
Frontier orbital gap in eV: 9.677
Molar mass in g mol⁻¹: 128.172

Cartesian coordinates (Å):
N -1.000 1.850 -0.032
C -1.077 1.206 -1.296
C 0.172 0.368 -1.719
C 1.673 0.644 -1.118
N 2.714 -0.303 -1.559
H -1.615 2.671 -0.040
H -0.184 2.119 0.355
H -1.910 0.507 -1.305
H -1.229 2.045 -2.100
H 0.332 0.504 -2.847
H 0.145 -0.735 -1.559
H 2.071 1.635 -1.455
H 1.716 0.592 -0.033
H 2.879 -0.453 -2.548
H 2.595 -1.235 -1.120
O -1.611 -0.425 1.130
H -0.830 0.123 0.954
H -2.139 -0.292 0.370
O -0.047 -0.029 3.067
H -0.569 0.664 3.380
H -0.682 -0.778 3.005
O -0.383 -2.840 0.596
H -0.843 -2.088 1.045
H -0.014 -3.070 1.495


#ii
Molecular formula: C3H16N2O3
Method: DFT, wB97M-V/def2-TZVPD

Computed properties:
E_HOMO in eV: -9.41
SMILES string: CNCCN.O.O.O
Frontier orbital gap in eV: 10.106
Molar mass in g mol⁻¹: 128.172

Cartesian coordinates (Å):
C -0.391 1.025 0.616
N 0.198 -0.295 0.465
C 1.293 -0.471 1.450
C 1.692 -1.948 1.431
N 2.893 -2.235 2.288
H 0.327 1.796 0.297
H -1.176 1.097 -0.157
H -0.970 1.289 1.538
H -0.547 -0.946 0.758
H 0.895 -0.012 2.368
H 2.233 0.006 1.159
H 1.952 -2.201 0.391
H 0.802 -2.539 1.668
H 3.572 -1.481 2.199
H 2.582 -1.929 3.235
O -3.740 3.531 -5.206
H -3.538 2.898 -5.893
H -4.604 3.394 -4.809
O 2.856 -5.282 1.797
H 2.832 -4.367 2.122
H 3.748 -5.299 1.428
O -4.732 4.529 -3.106
H -3.975 4.701 -3.718
H -4.201 4.738 -2.321


Which is most stable? The ranking, best first, is #ii, #i.